Entry from the OMol25 dataset: a structure of composition C43H48Ge2N6O7STi in a non-equilibrium geometry (ωB97M-V/def2-TZVPD).

Structure (XYZ):
```
108
Properties=species:S:1:pos:R:3:forces:R:3:mulliken_spin:R:1
Ge 3.41979 -3.78951 2.60416 -1.1 0.6 0.3 -0.001
Ge 1.03864 -2.76876 2.93459 1.9 0.7 0.9 0.000
Ti -0.78239 2.65672 -0.17674 1.2 -1.1 2.9 0.443
S -2.85575 4.52329 -6.86679 1.7 1.6 0.9 0.000
O -3.37245 5.60482 -7.64503 -0.5 0.9 -0.3 0.000
O -1.45954 4.18930 -7.10882 -1.6 -0.9 0.1 0.000
O -2.12001 1.33778 -0.03662 -0.3 0.4 -0.4 -0.006
O -0.84145 3.08324 1.82070 -0.4 -0.1 -0.3 -0.002
O -1.49614 4.51471 -0.74988 -0.6 -0.9 -1.4 -0.001
O 0.48603 1.28959 -0.41261 0.2 -0.3 -0.6 0.031
O -0.89646 2.93522 -2.18879 -1.7 2.1 -0.6 0.007
N -1.32082 -1.37453 -1.57183 0.3 -0.4 -0.2 0.124
N 0.75689 4.67005 1.32646 1.1 -1.2 -0.1 -0.071
N -5.47254 -0.09543 -3.06081 0.8 -0.1 0.9 0.110
N 1.00287 3.78947 0.26641 -1.6 -1.4 -0.6 0.027
N -3.29762 1.26893 -0.77385 -0.3 4.3 2.6 0.477
N -2.94727 4.97339 -5.27353 0.0 0.0 -2.2 -0.001
C -0.33878 -3.18374 1.62447 0.6 1.0 -0.7 0.012
C 0.59150 5.76903 3.72062 1.6 0.4 0.1 0.024
C -0.42769 6.23165 5.80513 0.8 1.3 1.2 0.038
C -1.29256 5.19724 5.61095 0.2 -1.3 -0.8 -0.023
C 0.90806 -0.97923 3.93214 0.8 -1.8 -0.2 0.000
C 2.44050 -4.97784 3.95160 0.8 1.9 -1.1 0.000
C 3.89397 1.44245 -2.76292 -0.4 -2.2 -0.5 -0.088
C 1.50249 1.33603 -1.26190 1.1 0.9 0.7 0.031
C 2.17884 3.54857 -0.34397 -0.8 2.0 1.7 0.306
C 3.12754 -5.95088 0.64684 -0.1 1.8 0.2 0.000
C 3.02681 -6.20462 4.43953 -1.1 -3.1 0.8 0.000
C 4.82822 -7.84259 4.86421 -0.7 -1.1 0.1 0.000
C -5.12057 3.08329 -6.35526 -0.2 0.2 0.9 0.000
C -7.16231 0.71972 -8.49662 0.1 0.3 1.6 -0.001
C -3.34933 0.22890 -1.51706 -0.8 -4.2 -3.3 0.348
C -4.55572 -0.01797 -2.33317 1.0 0.5 0.2 -0.035
C -1.55657 4.01857 -1.93864 0.1 0.8 0.8 0.019
C 1.32730 -4.25049 4.22510 0.4 -0.4 0.1 0.000
C 2.42190 2.44399 -1.23460 -0.7 2.0 0.7 -0.030
C -2.53628 4.05673 -4.25910 -1.7 -0.7 -0.1 0.004
C -3.83934 2.49984 -8.38530 1.3 1.1 1.9 0.001
C 0.15578 0.05421 3.12556 0.2 1.8 0.9 0.002
C -6.15899 2.25350 -6.76932 0.6 -0.6 0.3 0.000
C -4.02062 3.22446 -7.18233 0.5 0.3 0.1 -0.003
C -1.62668 -3.79427 2.06669 -1.5 0.0 -0.2 0.002
C 4.89379 -2.74750 4.87181 0.1 0.3 0.6 0.000
C 2.54707 -8.55690 5.23766 -1.2 1.4 -1.4 0.000
C 2.12408 -7.28174 4.76833 0.3 0.3 0.4 0.000
C 3.75242 -4.54918 0.83756 0.1 0.5 -0.9 0.001
C 3.88698 -8.83594 5.36796 1.3 1.3 -0.2 0.000
C -4.76704 1.55622 -8.64604 -1.3 -0.1 -0.9 0.000
C -1.23156 4.39115 4.47499 -0.2 -0.2 -1.3 0.039
C -0.31954 4.74015 3.44902 -0.1 1.0 1.3 0.007
C -2.23820 -0.66985 -1.60143 -0.9 0.2 0.0 -0.074
C 5.12148 -3.01645 3.38601 -2.0 1.6 -0.2 0.000
C 1.87129 0.26495 -2.02376 2.0 -0.5 -1.0 -0.039
C -2.38661 4.85879 -2.95215 0.9 -1.2 0.2 0.005
C 3.57833 2.53964 -2.02959 0.6 0.4 0.1 0.105
C 0.59568 6.49072 4.90824 -1.1 -1.0 -1.1 -0.016
C 3.09346 0.28544 -2.72994 -0.5 0.3 0.0 0.154
C 4.40829 -6.59267 4.38395 -0.4 0.8 0.0 0.000
C -0.15918 4.13365 2.14279 0.8 -0.3 -2.2 0.046
C -5.99966 1.55947 -7.95053 -0.3 -1.5 -1.0 0.003
H -0.88196 -0.00838 3.46830 0.0 0.4 -0.5 0.000
H 0.54685 1.10538 3.32773 -0.7 -1.2 0.0 0.002
H 5.11250 -5.82271 3.94823 -0.6 -1.2 0.6 0.000
H 0.20616 -0.01248 2.04680 0.0 -0.4 -0.3 0.000
H 1.71469 -9.27530 5.21664 0.7 -0.1 0.9 0.000
H -2.32915 -3.15060 2.65441 0.8 -0.3 -0.5 0.000
H 1.38620 -0.66819 -1.99144 -1.1 -0.7 0.1 -0.010
H -0.53215 -2.30433 0.98585 0.1 -0.1 0.3 -0.008
H 2.95653 4.30308 -0.10016 0.0 -0.7 -0.3 0.017
H -3.36804 5.21548 -2.51626 1.1 -0.7 -0.3 -0.006
H -7.08193 -0.33242 -8.27310 0.3 -0.5 0.6 0.000
H -2.91367 2.67633 -8.95289 -0.5 -0.4 0.2 0.000
H 4.21913 -9.72914 5.91889 0.1 0.3 -0.8 0.000
H 4.77391 1.33323 -3.33924 1.0 0.4 -0.5 -0.003
H 4.30906 3.40479 -2.05416 -1.3 -0.9 0.4 0.003
H 3.41519 -0.62849 -3.25126 -0.2 0.5 0.2 0.015
H 4.29492 -1.82323 5.03791 0.1 -0.8 0.0 0.000
H -1.92952 4.88575 6.39077 -0.9 0.0 0.8 -0.001
H -1.74522 5.76565 -3.09438 -0.5 -0.6 -0.2 0.002
H 5.87237 -8.19076 4.72732 -0.6 0.6 0.4 0.000
H 5.91582 -3.68159 3.31450 1.4 -1.5 -0.6 0.000
H 5.38719 -2.10931 2.78685 -0.2 -0.6 0.6 0.000
H 4.87978 -4.50598 0.56370 -2.0 -0.1 0.2 0.000
H 1.35194 7.21187 5.07516 0.5 0.7 0.3 -0.001
H -6.93601 1.94220 -6.06152 -0.1 0.6 -0.5 0.000
H 1.94667 -0.70402 4.24621 -0.9 -0.2 -0.3 0.000
H -7.22441 0.69881 -9.55892 -0.2 0.7 -0.9 0.000
H -2.14922 -4.10649 1.14951 -0.2 0.3 0.2 0.000
H 2.03961 -5.94947 0.74505 0.1 0.2 0.3 0.000
H -3.38594 3.29835 -4.30727 1.3 0.3 1.4 0.005
H 5.84277 -2.60577 5.43115 -0.4 0.0 -0.3 0.000
H -1.47553 -4.71548 2.59163 0.2 -0.6 0.7 0.000
H 3.33404 -6.22126 -0.35007 0.3 -0.9 -1.2 0.000
H 0.15590 -3.87737 0.95042 0.1 -0.2 -0.2 -0.002
H 4.39894 -3.63830 5.32434 0.1 0.8 -0.1 0.000
H 1.01853 -7.14435 4.69629 1.1 0.2 -0.1 0.000
H 3.12353 -3.84848 0.21052 1.2 -0.5 0.2 0.000
H 0.69478 -4.37515 5.09297 -0.3 -0.7 0.3 0.000
H -1.94050 3.54363 4.33018 0.7 0.8 0.1 0.004
H 0.34845 -1.30326 4.82758 0.3 0.5 -0.1 0.000
H -8.08525 1.07006 -7.99525 0.3 -0.2 -0.7 0.000
H -4.56230 0.87829 -9.47076 -0.5 0.0 0.0 0.000
H -3.34099 5.84100 -4.98573 -0.5 0.5 -0.5 0.000
H 3.54950 -6.60238 1.36021 0.4 -1.2 0.6 0.000
H 1.42948 5.91013 2.99873 -1.1 0.0 0.6 0.001
H -5.23364 3.57420 -5.35694 0.5 -0.3 -1.1 0.003
H -0.48889 6.84088 6.71689 0.0 -0.4 -0.2 0.004
H -1.65046 3.55082 -4.62990 0.4 0.0 0.6 0.000
```
Forces are in eV/Å.

Total charge: -2
Spin multiplicity: 3
Kohn-Sham gap (spin up / spin down): 3.087 / 6.025 eV
Expectation value of S²: 2.052
ΔE to the lowest compared entry with this formula, charge and spin: 0.0 kJ/mol